Molecular formula: C30H31OSn
Method: DFT, ωB97M-V/def2-TZVPD

Last column: Mulliken charge in e.
Cartesian coordinates (Å):
C -1.352 4.083 4.341  -0.723
O -0.032 3.639 3.986  -0.238
C 0.555 4.128 2.935  -0.204
C 1.869 3.702 2.603  0.864
C 2.481 4.246 1.448  -0.670
C 3.757 3.847 1.092  -0.673
C 4.458 2.900 1.856  1.094
C 5.843 2.485 1.466  -1.446
C 3.843 2.358 2.994  -0.684
C 2.576 2.740 3.382  -0.434
H -1.574 3.522 5.246  0.278
H -1.356 5.162 4.534  0.349
H -2.066 3.845 3.543  0.349
H 0.021 4.881 2.341  0.396
H 1.903 4.978 0.882  0.406
H 4.246 4.264 0.209  0.443
H 6.225 1.750 2.180  0.362
H 5.859 2.037 0.464  0.345
H 6.527 3.343 1.451  0.373
H 4.397 1.622 3.583  0.318
H 2.097 2.329 4.270  0.474
C -4.836 -4.535 0.175  -0.522
C -4.581 -4.360 -1.191  -0.500
C -3.619 -3.433 -1.625  -0.405
C -2.938 -2.668 -0.679  0.331
Sn -1.481 -1.192 -1.297  0.811
C 0.447 -1.791 -0.528  0.265
C 0.566 -2.924 0.275  -0.438
C 1.820 -3.248 0.816  -0.509
C 2.942 -2.457 0.540  -0.554
C 2.804 -1.329 -0.277  -0.687
C 1.554 -0.996 -0.822  -0.294
C -1.357 -1.254 -3.461  0.236
C -0.163 -1.604 -4.091  -0.364
C -0.104 -1.607 -5.494  -0.492
C -1.236 -1.291 -6.256  -0.512
C -2.433 -0.970 -5.605  -0.569
C -2.500 -0.955 -4.202  -0.435
C -2.041 0.810 -0.634  -1.360
C -0.947 1.293 0.237  0.502
C -0.932 1.029 1.559  -0.908
C -3.167 -2.838 0.686  -0.291
C -4.124 -3.775 1.109  -0.571
H -5.585 -5.259 0.508  0.370
H -5.130 -4.944 -1.930  0.371
H -3.417 -3.324 -2.694  0.350
H -0.299 -3.558 0.490  0.380
H 1.912 -4.125 1.457  0.383
H 3.917 -2.720 0.959  0.381
H 3.665 -0.699 -0.503  0.429
H 1.470 -0.115 -1.464  0.466
H 0.723 -1.876 -3.511  0.334
H 0.835 -1.859 -5.988  0.368
H -1.185 -1.295 -7.349  0.370
H -3.324 -0.728 -6.183  0.369
H -3.448 -0.714 -3.713  0.417
H -2.181 1.340 -1.582  0.478
H -2.995 0.629 -0.122  0.447
H -0.141 1.857 -0.246  0.311
H -0.125 1.357 2.214  0.215
H -1.723 0.427 2.009  0.160
H -2.613 -2.259 1.432  0.310
H -4.308 -3.903 2.176  0.375

## Properties
Energy above the lowest of the compared OMol25 structures with the same formula, charge and spin = 0.0 kJ/mol
Net charge = +1
Calculated total energy = -39482.7072 eV
HOMO level = -10.6 eV
Orbital gap = 5.346 eV
Strongest force on any atom = 1.7 eV/Å


Molecular formula: C30H32AuN2OPS5Se
Method: DFT, ωB97M-V/def2-TZVPD

Last column: Mulliken charge in e.
Cartesian coordinates (Å):
Au 0.245 -0.155 -1.119  2.216
C -0.768 -2.180 2.435  -1.355
C -0.931 -1.013 3.353  0.858
C -1.394 -1.216 4.647  -0.687
C -1.532 -0.167 5.534  -0.794
C -1.225 1.120 5.125  -0.836
C -0.779 1.345 3.838  -0.616
C -0.617 0.287 2.946  0.150
P 0.055 0.609 1.265  1.228
C -0.396 2.358 1.083  0.851
C 0.554 3.372 1.168  -0.585
C 0.185 4.690 0.971  -0.968
C -1.138 5.001 0.703  -0.784
C -2.086 3.995 0.631  -0.786
C -1.735 2.664 0.814  0.922
C -2.778 1.595 0.785  -1.646
C 1.844 0.534 1.543  0.421
C 2.414 0.162 2.751  -1.098
C 3.761 -0.156 2.817  -0.673
C 4.539 -0.135 1.668  -0.824
C 3.985 0.239 0.462  -0.795
C 2.639 0.611 0.375  0.990
C 2.054 1.067 -0.859  -2.027
H -1.456 -2.980 2.704  0.492
H 0.250 -2.568 2.501  0.433
H -0.960 -1.881 1.406  -0.095
H -1.651 -2.218 4.959  0.464
H -1.880 -0.350 6.539  0.398
H -1.334 1.948 5.808  0.459
H -0.556 2.354 3.525  0.547
H 1.579 3.119 1.405  0.522
H 0.929 5.472 1.017  0.472
H -1.438 6.031 0.568  0.411
H -3.117 4.242 0.423  0.499
H -3.624 1.899 0.172  0.486
H -3.145 1.403 1.796  0.342
H -2.370 0.660 0.392  0.061
H 1.808 0.111 3.644  0.407
H 4.199 -0.450 3.759  0.450
H 5.582 -0.414 1.719  0.419
H 4.592 0.275 -0.430  0.500
H 2.709 1.010 -1.719  0.564
H 1.557 2.029 -0.799  0.535
C 1.464 -3.241 -0.358  -0.784
N 0.293 -3.924 -0.861  0.632
C 0.510 -5.311 -1.206  -1.205
C -0.888 -3.312 -0.996  0.660
C -2.083 -4.172 -1.326  -1.719
O -1.056 -2.103 -0.803  -0.766
H 1.897 -3.831 0.450  0.514
H 1.188 -2.261 0.025  -0.192
H 2.206 -3.106 -1.147  0.365
H 1.560 -5.440 -1.468  0.406
H -0.094 -5.600 -2.063  0.366
H 0.277 -5.972 -0.365  0.321
H -2.137 -5.040 -0.671  0.405
H -2.043 -4.508 -2.361  0.404
H -2.977 -3.566 -1.199  0.347
C 0.377 3.453 -4.207  -1.184
S 1.325 1.932 -3.935  0.158
C 0.389 0.758 -4.810  -0.087
C 0.430 -0.577 -4.510  0.131
S 1.222 -1.313 -3.203  -0.263
S -0.412 -1.623 -5.646  -0.064
C -0.944 -0.387 -6.747  0.104
S -1.739 -0.695 -8.137  -0.245
S -0.523 1.226 -6.225  -0.055
H 0.889 4.222 -3.635  0.393
H -0.632 3.306 -3.830  0.282
H 0.376 3.712 -5.262  0.476
Se -3.970 0.977 -3.010  -0.247
C -2.306 0.987 -2.535  -0.101
N -1.168 1.087 -2.283  -0.581

## Properties
Calculated total energy = -169159.7141 eV
HOMO level (alpha / beta) = -6.9 / -6.9 eV
Orbital gap (alpha / beta) = 4.748 / 4.748 eV
Strongest force on any atom = 1.8 eV/Å


Molecular formula: C30H32CrN9S
Method: DFT, ωB97M-V/def2-TZVPD

Last column: Löwdin spin population.
Cartesian coordinates (Å):
Cr -0.132 0.090 0.491  1.073
C -1.701 -0.300 1.977  -0.017
C -2.168 -0.679 0.692  -0.012
C -1.400 -1.810 0.270  -0.026
C -0.407 -2.065 1.235  -0.013
C -0.567 -1.114 2.285  -0.025
C 0.180 -1.132 3.586  -0.002
C 0.527 -3.233 1.297  0.000
C -1.787 -2.697 -0.871  -0.003
C -3.360 -0.125 -0.021  0.001
C -2.453 0.559 2.949  -0.002
H -0.513 -1.001 4.417  0.000
H 0.940 -0.357 3.667  -0.001
H 0.676 -2.090 3.732  0.000
H 0.761 -3.660 0.326  0.000
H 0.058 -4.022 1.891  0.000
H 1.466 -2.975 1.784  0.000
H -2.310 -2.153 -1.655  0.000
H -2.482 -3.447 -0.484  -0.002
H -0.963 -3.264 -1.306  0.000
H -3.166 0.006 -1.086  0.000
H -3.654 0.842 0.386  0.000
H -4.212 -0.799 0.084  0.000
H -1.889 0.739 3.863  0.000
H -3.358 0.024 3.250  -0.001
H -2.771 1.515 2.541  -0.001
N 1.605 -2.127 -1.485  0.002
C 2.382 -1.147 -1.032  0.001
N 3.638 -1.144 -1.456  -0.001
C 4.417 -0.184 -0.966  0.002
N 5.672 -0.106 -1.388  0.003
N 4.021 0.723 -0.034  0.003
C 2.771 0.633 0.313  0.003
N 1.845 -0.232 -0.169  0.000
C 2.290 1.524 1.388  0.002
C 3.126 2.438 1.997  0.000
C 2.632 3.180 3.058  0.003
C 1.328 2.965 3.465  -0.001
C 0.551 2.043 2.782  0.002
N 1.013 1.331 1.750  -0.006
H 2.013 -2.823 -2.087  0.000
H 0.661 -2.213 -1.163  0.000
H 6.014 -0.774 -2.058  0.000
H 6.289 0.588 -1.002  0.000
H 4.142 2.537 1.644  0.000
H 3.261 3.898 3.567  0.000
H 0.902 3.495 4.305  0.000
H -0.469 1.867 3.069  0.000
N -0.535 3.672 -1.842  0.008
C -0.306 4.732 -0.924  0.000
C 0.327 5.899 -1.313  0.001
C 0.548 6.887 -0.362  0.000
C 0.177 6.691 0.961  0.001
C -0.431 5.505 1.348  0.000
C -0.694 4.536 0.391  0.000
S -1.598 3.064 0.706  0.001
N -0.697 1.957 -0.275  -0.003
C -0.438 2.380 -1.474  0.010
C -0.072 1.377 -2.506  0.000
C 0.468 1.743 -3.727  0.001
C 0.582 0.777 -4.719  0.000
C 0.138 -0.499 -4.440  0.001
C -0.321 -0.782 -3.160  0.000
N -0.406 0.120 -2.184  0.000
H -0.463 3.891 -2.821  0.000
H 0.634 6.046 -2.341  0.000
H 1.015 7.815 -0.661  0.000
H 0.355 7.466 1.693  0.000
H -0.738 5.349 2.374  0.000
H 0.803 2.753 -3.917  0.000
H 0.987 1.030 -5.689  0.000
H 0.157 -1.281 -5.186  0.000
H -0.645 -1.786 -2.928  0.000

## Properties
Multiplicity = 2
Energy above the lowest of the compared OMol25 structures with the same formula, charge and spin = 0.0 kJ/mol
Net charge = +2
Calculated total energy = -84287.7124 eV
HOMO level (alpha / beta) = -13.4 / -13.5 eV
Expectation value of S² = 0.77
Orbital gap (alpha / beta) = 7.508 / 7.377 eV
Strongest force on any atom = 1.0 eV/Å